{
  "formula": "C36H80AsF24N8O22S6",
  "method": "ωB97M-V/def2-TZVPD",
  "homo_energy_ev": -8.61,
  "lumo_energy_ev": -2.907,
  "charge": 1,
  "species": ["As", "S", "S", "S", "S", "S", "S", "F", "F", "F", "F", "F", "F", "F", "F", "F", "F", "F", "F", "F", "F", "F", "F", "F", "F", "F", "F", "F", "F", "F", "F", "O", "O", "O", "O", "O", "O", "O", "O", "O", "O", "O", "O", "O", "O", "O", "O", "O", "O", "O", "O", "O", "O", "N", "N", "N", "N", "N", "N", "N", "N", "C", "C", "C", "C", "C", "C", "C", "C", "C", "C", "C", "C", "C", "C", "C", "C", "C", "C", "C", "C", "C", "C", "C", "C", "C", "C", "C", "C", "C", "C", "C", "C", "C", "C", "C", "C", "H", "H", "H", "H", "H", "H", "H", "H", "H", "H", "H", "H", "H", "H", "H", "H", "H", "H", "H", "H", "H", "H", "H", "H", "H", "H", "H", "H", "H", "H", "H", "H", "H", "H", "H", "H", "H", "H", "H", "H", "H", "H", "H", "H", "H", "H", "H", "H", "H", "H", "H", "H", "H", "H", "H", "H", "H", "H", "H", "H", "H", "H", "H", "H", "H", "H", "H", "H", "H", "H", "H", "H", "H", "H", "H", "H", "H", "H", "H", "H"],
  "coordinates": [[5.70899, 0.73375, -1.61281], [-3.09672, -1.42034, -11.31638], [-0.02127, 7.61364, 6.37227], [-2.43111, -0.09001, -0.88725], [-4.73572, -0.42751, -9.74100], [-2.31077, 7.93221, 7.40485], [-2.20252, 2.18423, 0.23647], [-0.49723, -1.95707, -0.70035], [0.25991, 2.07473, -0.85274], [-1.18575, -2.54778, -12.78921], [-4.01674, 0.35121, -7.31010], [-2.31349, -2.78514, -1.59544], [-0.52005, -1.10703, -11.51508], [0.79995, 9.26458, 4.49402], [7.38336, 1.34717, -1.79340], [-0.28983, 7.55845, 3.67114], [-0.96938, -3.13117, -10.69057], [-0.54461, 4.01641, -0.66384], [-2.19375, -2.39031, 0.53417], [-4.35617, 8.39240, 5.68307], [1.71771, 7.27119, 4.46407], [6.35437, -0.93053, -1.97127], [5.43541, 1.13286, -3.34118], [5.04140, 2.29283, -0.99365], [5.98860, 0.27250, 0.10970], [-6.11627, 0.89779, -7.84638], [0.26252, 3.08901, 1.08808], [-4.38118, 6.45085, 6.67338], [4.08983, -0.00121, -1.58820], [-2.90682, 6.77388, 5.10578], [-4.40428, 1.99552, -8.66362], [-0.53006, 0.82850, -7.01649], [1.56811, -9.96602, -1.02015], [1.79697, -2.98667, 4.72617], [-2.99362, 2.64288, -0.92122], [-5.25861, 0.45295, -10.80039], [9.66724, 10.80390, 1.23455], [-3.20549, -0.38043, -12.33924], [-8.71307, 0.88918, 4.73797], [5.64603, 9.37172, 0.80084], [-1.81109, 0.29473, -2.15633], [-3.88201, -0.24690, -0.92976], [-9.60591, -3.92273, 3.30162], [-5.64611, -1.50268, -9.41024], [-0.50836, 6.20158, 6.34686], [-1.90495, -1.01828, 5.54507], [1.19043, 7.85300, 7.17228], [-3.82275, -2.49776, -5.18050], [5.98474, -12.83619, -0.46102], [-2.07349, 6.87913, 8.37865], [-2.78363, 9.22971, 7.89250], [-2.58369, 2.74227, 1.51529], [-3.96935, -2.57850, -11.51315], [-1.85146, 0.53002, 0.34154], [4.44878, -10.78218, -1.85550], [-1.04308, 8.87067, 6.62128], [-1.26654, -1.76019, -6.36713], [-7.74194, -1.84538, 3.87080], [0.31409, -0.61679, 4.24714], [-3.01177, -0.84723, -9.93231], [6.94826, 11.07871, 2.40958], [2.49428, -9.19393, -1.83642], [2.56856, -1.82703, 4.27053], [-1.55275, -2.21702, 6.27352], [-1.64625, -3.23655, -6.09394], [5.44213, 10.70921, 0.42604], [5.34915, -11.80508, -2.54859], [-1.26757, -2.13307, -11.60931], [11.08951, 10.65226, 0.92441], [-3.60945, 7.35416, 6.07413], [6.59317, 11.50705, 0.92658], [1.63600, -0.68335, 3.56503], [-7.39238, -3.16849, 3.10004], [-0.41318, 2.86379, -0.04375], [-10.65295, -4.86403, 3.44449], [0.20137, -1.34954, -6.23434], [2.57957, -4.13508, 5.02590], [9.53371, 11.28299, 2.61335], [-1.81786, -1.94151, -0.67065], [-8.24006, -4.35905, 3.52101], [-1.28165, 0.21781, 6.00574], [0.40146, 0.16196, -6.22605], [8.15264, 11.84279, 3.00546], [7.04768, -13.01849, 0.44624], [3.36332, -10.12662, -2.68579], [6.46473, -12.39173, -1.70638], [0.61458, 7.96586, 4.55884], [-0.82339, 2.12710, -6.52846], [-7.32921, -0.47604, 3.33232], [0.17168, 0.28097, 5.51956], [0.81457, -9.03749, -0.22180], [-5.11143, -2.80488, -4.75990], [-8.88695, 1.87303, 5.77955], [-3.17354, -3.49758, -5.98736], [-4.82543, 0.81936, -8.24957], [-7.43618, 0.68160, 4.35178], [4.70578, 8.50337, 0.13663], [0.39099, 0.42352, -5.16795], [1.98135, -8.60853, -2.59951], [4.00862, -11.23470, -1.06710], [-0.89854, 2.22705, -5.44566], [0.67576, -1.76561, -5.34556], [0.81564, -0.17132, 6.27378], [1.38806, 0.50264, -6.54017], [-7.95168, -0.24135, 2.46887], [2.06073, 0.31523, 3.66768], [4.62470, -12.56829, -2.83282], [-1.48295, -1.51071, -7.32161], [0.23036, -8.36727, -0.85236], [-8.10387, 1.67595, 6.51170], [-6.97692, 1.56385, 3.90590], [2.02545, -4.65132, 5.80982], [5.41959, 10.80608, -0.65941], [-5.52344, -2.00017, -4.15097], [-1.14603, -3.52244, -5.16866], [7.22148, 10.11232, 2.51703], [7.30383, -11.69976, -1.63437], [-3.71087, -3.31115, -6.91721], [-8.17343, -4.61157, 4.57927], [7.97846, 12.84159, 2.60527], [-6.31212, -3.27665, 3.19723], [0.53924, -1.88880, -7.11930], [-8.88434, 2.92120, 5.48048], [6.89707, -13.26107, -2.20181], [3.87537, -9.62921, -3.50950], [8.07488, 11.95341, 4.08704], [5.75752, -11.35688, -3.45438], [3.47496, -4.06132, 5.64311], [-2.03747, -2.99766, 5.68723], [2.76802, -10.98375, -3.00048], [3.27522, -2.12591, 3.49632], [-10.80681, -4.87875, 4.52347], [11.07837, 10.19171, -0.06345], [-1.88853, -1.17969, -5.82284], [-1.86445, -2.25825, 7.31719], [0.09168, -9.60657, 0.36274], [-6.26844, -0.54096, 3.09012], [-1.93661, 0.98351, 5.59001], [-0.04476, 2.82201, -6.84299], [2.68288, -4.87710, 4.23416], [-0.30143, -0.35341, 3.49093], [-7.26113, -1.86343, 4.75883], [7.48847, 11.40318, 0.31359], [0.04282, -1.57242, 4.42959], [-11.54550, -4.48084, 2.94989], [-1.10661, -3.69114, -6.92476], [11.57354, 9.91068, 1.55993], [4.50917, 11.03023, 0.88934], [3.13640, -1.37670, 5.08470], [-6.76691, 0.41977, 5.17130], [-0.49352, -2.46873, 6.32605], [5.06525, -10.11049, -1.42088], [11.68922, 11.56242, 0.93111], [7.82606, -13.62163, -0.02113], [3.17496, -8.63719, -1.19236], [-3.39017, -4.46032, -5.52443], [-7.47531, -2.92745, 2.04026], [1.50032, -0.84293, 2.49534], [9.92151, 10.50554, 3.27160], [4.90809, 7.49029, 0.48425], [1.53833, -8.48789, 0.38004], [-9.85497, 1.86312, 6.28048], [-1.42259, 0.21199, 7.08657], [-5.16413, -3.78564, -4.28723], [-5.76895, -2.81585, -5.62918], [6.63533, -13.36833, 1.39264], [6.14166, 11.20105, 3.00500], [10.24112, 12.09914, 2.76022], [-8.72253, -1.81917, 4.11131], [-10.49992, -5.85005, 3.00581], [-1.70754, 2.57378, -6.98328], [6.21284, 12.52824, 0.90166], [-7.92529, -5.20414, 2.90877], [3.67886, 8.77432, 0.38183], [4.77939, 8.53669, -0.95037], [7.44501, -12.08565, 0.84630], [0.59934, 1.24481, 5.24351]],
  "forces_ev_per_a": [[0.59, -0.96, 0.19], [0.99, -2.38, -6.67], [2.88, -0.19, -0.63], [-2.00, -4.06, -5.80], [-1.93, 2.16, -1.09], [0.08, 5.78, 1.50], [0.13, 1.68, -0.25], [0.62, -0.41, -0.29], [0.39, -0.63, 0.25], [0.21, -2.25, -3.19], [-0.11, 0.23, 1.13], [0.32, 0.49, 0.28], [2.80, 1.95, 1.23], [0.64, 0.65, -0.98], [-1.67, -0.22, 0.44], [0.38, 0.24, -0.57], [0.37, 0.89, -0.81], [-0.27, 0.87, -0.11], [-0.21, -0.44, 0.38], [0.66, -0.99, -0.27], [1.25, -0.10, -1.16], [-0.60, 1.54, -0.18], [0.22, -0.25, 1.67], [0.81, -1.46, -1.00], [-0.29, 0.62, -1.21], [1.52, -0.08, -0.04], [-0.23, -0.59, -0.02], [-0.36, -0.07, -0.36], [0.82, 0.62, 0.19], [-1.07, 0.39, -0.51], [-0.11, 0.23, 0.42], [-1.24, -0.27, 0.44], [1.02, 0.99, -1.07], [0.92, 1.65, -0.65], [1.67, -1.44, 1.98], [1.34, -1.18, 1.61], [0.58, 1.05, 1.59], [0.71, -1.28, 0.60], [-2.52, 0.44, 0.72], [-0.18, -0.55, -0.68], [-0.34, -0.50, 1.19], [1.01, 0.03, 0.46], [1.56, 0.17, -1.27], [1.39, 0.04, 0.81], [0.58, 2.49, -0.41], [0.80, -0.08, 0.73], [-0.95, -0.51, -1.01], [2.40, 0.55, 0.78], [-0.51, 0.93, -0.19], [-0.47, 0.67, -1.51], [-2.57, -1.72, 1.02], [0.34, -1.02, -0.34], [0.83, 0.76, 0.44], [0.39, 3.71, 2.74], [1.06, -0.17, 0.19], [-0.22, -5.98, -0.53], [-0.56, 0.04, 1.20], [0.59, -0.08, 0.11], [0.02, 0.41, -0.07], [-3.20, 1.75, 4.66], [1.28, 1.02, -0.45], [-0.03, -1.74, -0.12], [-0.93, 0.53, -1.03], [-0.27, 0.09, -0.57], [0.55, 1.08, -0.06], [-0.09, -1.23, 0.47], [-1.12, -0.43, -0.40], [-4.52, 0.53, 3.31], [-0.95, -1.00, -0.54], [1.69, 0.35, 1.62], [0.31, -0.15, 0.94], [1.50, -1.06, 1.54], [0.45, 1.59, -0.15], [-0.97, 0.01, -0.40], [-0.25, 0.22, 0.76], [-0.31, -1.04, -1.01], [-0.92, -1.14, 1.58], [0.49, -0.22, -1.06], [-0.81, 1.97, 0.11], [-1.50, 1.14, 0.05], [-1.30, -1.09, -0.56], [0.37, 0.19, 0.41], [-0.44, 0.50, -1.32], [-0.11, 0.33, 1.11], [0.19, -0.90, 0.72], [0.04, -0.17, 0.19], [-2.43, -1.14, 3.75], [0.36, 1.35, -0.43], [-0.08, 0.52, -0.38], [0.37, -1.24, -0.69], [0.05, -0.50, -0.27], [-0.97, -0.06, -0.88], [0.31, 0.08, 0.40], [-1.00, 1.80, -0.13], [-0.05, -1.54, -1.96], [1.45, -0.96, -0.54], [0.06, -0.24, 0.41], [-0.61, 0.48, 0.18], [-0.23, 0.55, 0.47], [-0.29, -0.48, 0.43], [-0.12, -0.55, 0.12], [-0.35, -0.17, -0.03], [0.18, -0.06, -0.22], [0.48, -0.76, -0.15], [0.21, -0.28, -0.11], [0.45, -0.23, 0.01], [0.25, -0.20, -0.16], [-0.53, 0.04, -0.68], [0.16, 0.19, -0.11], [-0.04, 0.32, 0.24], [0.09, 0.09, -0.42], [-0.76, -0.24, -0.23], [-0.27, 0.23, -0.14], [0.55, -0.14, 0.35], [-0.05, 0.22, 0.04], [-0.43, -0.79, -0.84], [-0.03, 0.43, 0.40], [0.50, -1.04, -0.72], [0.50, -0.11, 0.13], [0.49, 0.08, -0.03], [-0.06, -0.33, 0.54], [0.95, 0.39, 0.02], [0.78, -0.07, -0.78], [-0.15, -0.03, -0.64], [-0.31, 0.03, 0.01], [-0.16, -0.50, -0.03], [-0.10, 0.11, 0.09], [0.68, 1.15, -0.81], [-0.03, -0.14, 0.32], [-0.10, 0.25, -0.48], [0.06, -0.08, 0.03], [-0.56, -0.79, 0.02], [0.15, 0.34, -0.07], [-0.31, 0.48, 0.60], [-0.53, 0.42, -0.02], [0.37, -0.03, 0.16], [-0.13, -0.13, -0.41], [0.39, 0.17, -0.08], [0.45, -0.03, 0.06], [0.22, 0.57, -0.45], [-0.90, 0.70, 0.10], [0.12, -0.43, 0.55], [0.06, -0.12, 0.43], [-0.21, -0.44, 0.56], [0.17, 0.33, 0.12], [-0.65, -0.81, 0.05], [-0.18, 0.05, 0.42], [-0.29, 0.38, -0.25], [-0.16, -0.11, 0.21], [0.12, -0.04, 0.68], [0.42, 0.36, -0.42], [0.15, 0.72, 0.07], [-0.45, 0.28, 0.05], [0.05, -0.22, 0.48], [-0.28, 0.67, 0.02], [0.36, -0.34, -0.42], [-0.67, -0.07, 0.04], [-0.21, -0.34, 0.18], [-0.53, -0.32, 0.23], [-0.03, 0.16, -0.06], [-0.39, 0.20, 0.34], [-0.11, -1.13, -0.29], [0.66, 0.45, 0.09], [-0.01, -0.01, 0.37], [-0.23, -0.29, -0.27], [-0.06, -1.07, -0.43], [-0.43, 0.14, 0.15], [-0.07, 0.34, 0.01], [-0.71, -0.16, -0.21], [0.57, -0.03, 0.14], [-0.28, -0.78, -0.09], [0.67, 0.28, 0.59], [-0.21, -0.14, -0.07], [-0.06, 0.06, 0.26], [0.40, 0.13, -0.06], [0.42, 0.57, -0.84], [-0.47, 0.11, 0.12]]
}